The following is a DFT calculation (ωB97M-V/def2-TZVPD) of one molecule with the formula C3H6 in a non-equilibrium geometry.

```
9
Properties=species:S:1:pos:R:3:lowdin_charge:R:1
C 1.26 -0.44 0.65 -0.0294
C 0.13 0.29 0.49 -0.1996
C -0.77 0.20 -0.78 -0.1026
H 1.86 -0.55 1.57 0.0556
H 1.79 -0.97 -0.08 0.0259
H -0.36 0.77 1.38 0.0956
H -0.87 1.12 -1.38 0.0707
H -1.80 -0.02 -0.68 0.0493
H -0.27 -0.55 -1.28 0.0344
```

For the energy, the calculation gives -3206.938 eV. As for the spin multiplicity: 1. The calculation puts the energy above the lowest of the compared OMol25 structures with the same formula, charge and spin at 12.0 kcal per mole. The charge is 0.